Density functional theory data (the ωB97M-V functional and the def2-TZVPD basis) for 2 unconnected molecules or ions with the total composition C3H11N.

energy relative to the best compared isomer or geometry (same formula, charge and spin)	1.292	eV
largest force on an atom	5.680	eV Å⁻¹
gap between HOMO and LUMO	10.323	eV
lowest unoccupied orbital energy	0.944	eV
M	61.128	g mol⁻¹
charge	0
electronic energy	-4778.2035	eV
HOMO level	-9.379	eV

XYZ file:
```
15
C3H11N the ωB97M-V functional and the def2-TZVPD basis
N -1.63 0.87 -2.44
C 0.49 0.41 -1.17
C 0.65 -1.02 3.69
C -0.34 0.24 -2.48
H -0.48 -0.81 -2.54
H 1.27 -0.20 3.68
H -1.21 1.82 -2.64
H 0.50 1.40 -0.81
H -0.25 -0.80 3.03
H -2.08 0.95 -1.57
H 1.51 0.01 -1.24
H 1.01 -2.09 3.40
H 0.09 -0.19 -0.31
H 0.24 -1.35 4.65
H 0.23 0.75 -3.25
```

These are the Löwdin partial charges, in e, on atoms 1 to 5: N -0.022; C -0.113; C -0.060; C -0.353; H 0.084



Density functional theory data (the ωB97M-V functional and the def2-TZVPD basis) for 2 unconnected molecules or ions with the total composition C3H11N.

energy relative to the best compared isomer or geometry (same formula, charge and spin)	1.646	eV
largest force on an atom	3.986	eV Å⁻¹
gap between HOMO and LUMO	10.023	eV
lowest unoccupied orbital energy	1.073	eV
M	61.128	g mol⁻¹
charge	0
electronic energy	-4777.8493	eV
HOMO level	-8.950	eV

XYZ file:
```
15
C3H11N the ωB97M-V functional and the def2-TZVPD basis
N 0.01 0.52 -1.47
C 1.11 1.37 -1.78
C -0.93 -1.92 2.73
C -0.10 0.20 0.01
H -1.97 -1.93 3.07
H 1.30 2.06 -1.01
H 0.59 -0.60 0.21
H -1.12 -0.26 0.12
H -0.85 0.98 -1.72
H -0.83 -1.51 1.65
H -0.43 -1.31 3.36
H -0.30 -2.77 2.64
H 0.95 1.84 -2.79
H -0.09 1.04 0.81
H 2.23 0.90 -1.84
```

These are the Löwdin partial charges, in e, on atoms 1 to 5: N -0.185; C -0.205; C -0.026; C -0.155; H 0.032



Density functional theory data (the ωB97M-V functional and the def2-TZVPD basis) for a molecular structure, C3H11N2.

expectation value of S²	0.75
energy relative to the best compared isomer or geometry (same formula, charge and spin)	0.851	eV
largest force on an atom	2.966	eV Å⁻¹
gap between HOMO and LUMO (spin up / spin down)	5.962 / 9.723	eV
spin multiplicity	2
lowest unoccupied orbital energy (spin up / spin down)	0.843 / 0.833	eV
M	75.135	g mol⁻¹
charge	0
electronic energy	-6266.8293	eV
HOMO level (spin up / spin down)	-5.119 / -8.890	eV

XYZ file:
```
16
C3H11N2 the ωB97M-V functional and the def2-TZVPD basis
N -0.41 0.72 0.26
N -0.94 -1.72 0.68
C 0.09 -2.35 1.34
C 0.10 1.00 -1.10
C 1.09 2.14 -1.18
H 0.68 3.06 -0.79
H 1.06 -1.88 1.24
H -1.03 1.35 0.73
H 1.45 2.16 -2.21
H -0.73 1.04 -1.81
H -0.85 -0.57 0.41
H 1.97 1.89 -0.60
H 0.45 0.67 0.83
H 0.08 -3.38 1.71
H -1.86 -1.88 1.05
H 0.50 0.04 -1.39
```

These are the Löwdin partial charges, in e, on atoms 1 to 5: N -0.009; N -0.119; C -0.196; C -0.293; C -0.095



Density functional theory data (the ωB97M-V functional and the def2-TZVPD basis) for a molecular structure, C3H11N2.

energy relative to the best compared isomer or geometry (same formula, charge and spin)	6.470	eV
largest force on an atom	4.516	eV Å⁻¹
gap between HOMO and LUMO	5.878	eV
lowest unoccupied orbital energy	-8.740	eV
M	75.135	g mol⁻¹
charge	+1
electronic energy	-6257.1119	eV
HOMO level	-14.618	eV

XYZ file:
```
16
C3H11N2 the ωB97M-V functional and the def2-TZVPD basis
N 0.26 0.40 1.45
N 0.43 0.73 -0.97
C -0.07 -0.39 -1.73
C 0.69 -1.63 -1.30
C -0.86 0.99 2.23
H 0.05 1.65 -1.29
H 0.10 -0.18 -2.78
H 0.54 -1.79 -0.09
H 0.35 -2.51 -1.80
H -0.86 0.61 3.24
H -0.82 2.13 2.24
H 1.69 -1.47 -1.46
H -1.22 -0.53 -1.59
H 1.16 0.60 1.88
H -1.84 0.78 1.71
H 0.39 0.62 0.28
```

These are the Löwdin partial charges, in e, on atoms 1 to 5: N 0.101; N 0.163; C -0.263; C -0.079; C -0.093



Density functional theory data (the ωB97M-V functional and the def2-TZVPD basis) for 2 unconnected molecules or ions with the total composition C3H11N2.

energy relative to the best compared isomer or geometry (same formula, charge and spin)	0.226	eV
largest force on an atom	1.208	eV Å⁻¹
gap between HOMO and LUMO	12.187	eV
lowest unoccupied orbital energy	-3.648	eV
M	75.135	g mol⁻¹
charge	+1
electronic energy	-6263.3559	eV
HOMO level	-15.835	eV

XYZ file:
```
16
C3H11N2 the ωB97M-V functional and the def2-TZVPD basis
N 0.72 -1.46 0.69
N -1.54 -1.01 1.14
C -0.49 -1.79 1.05
C -0.27 1.48 -0.57
C 1.11 1.31 -1.24
H 1.42 -2.19 0.70
H 1.26 0.32 -1.68
H -0.65 2.46 -0.81
H 1.94 1.54 -0.57
H -0.65 -2.83 1.30
H -0.15 1.45 0.51
H 0.99 -0.55 0.32
H -0.96 0.76 -1.01
H -2.41 -1.44 1.40
H -1.55 -0.04 0.85
H 1.22 2.01 -2.07
```

These are the Löwdin partial charges, in e, on atoms 1 to 5: N 0.216; N 0.205; C -0.164; C -0.170; C -0.157



Density functional theory data (the ωB97M-V functional and the def2-TZVPD basis) for 2 unconnected molecules or ions with the total composition C3H11N2.

energy relative to the best compared isomer or geometry (same formula, charge and spin)	0.938	eV
largest force on an atom	1.920	eV Å⁻¹
gap between HOMO and LUMO	9.625	eV
lowest unoccupied orbital energy	-4.721	eV
M	75.135	g mol⁻¹
charge	+1
electronic energy	-6262.6438	eV
HOMO level	-14.347	eV

XYZ file:
```
16
C3H11N2 the ωB97M-V functional and the def2-TZVPD basis
N 2.70 0.97 -2.06
N 2.12 -0.16 -0.12
C -1.95 -0.42 0.61
C 2.54 -0.15 -1.38
C -2.79 -0.18 1.84
H 1.76 0.75 0.15
H 1.45 -0.89 0.12
H -1.01 -0.92 0.87
H -3.83 -0.48 1.82
H -2.31 -0.57 2.74
H 3.31 1.03 -2.85
H 2.07 1.74 -1.91
H -2.89 0.88 2.10
H -2.45 -1.04 -0.12
H 2.96 -1.03 -1.85
H -1.69 0.49 0.05
```

These are the Löwdin partial charges, in e, on atoms 1 to 5: N 0.206; N 0.202; C -0.186; C -0.145; C -0.170



Density functional theory data (the ωB97M-V functional and the def2-TZVPD basis) for 2 unconnected molecules or ions with the total composition C3H11N2.

energy relative to the best compared isomer or geometry (same formula, charge and spin)	1.179	eV
largest force on an atom	2.100	eV Å⁻¹
gap between HOMO and LUMO	11.996	eV
lowest unoccupied orbital energy	-3.105	eV
M	75.135	g mol⁻¹
charge	+1
electronic energy	-6262.4021	eV
HOMO level	-15.100	eV

XYZ file:
```
16
C3H11N2 the ωB97M-V functional and the def2-TZVPD basis
N 0.02 -1.26 0.52
N 2.05 0.65 0.23
C 1.75 1.88 0.17
C -1.83 0.18 -0.42
C -1.01 -1.12 -0.52
H 3.02 0.48 0.42
H 0.69 2.09 0.30
H -0.41 -1.38 1.44
H 0.65 -2.04 0.33
H -2.03 0.42 0.62
H -1.53 -2.06 -0.69
H -2.73 0.02 -1.01
H -0.55 -1.06 -1.51
H -1.24 0.96 -0.89
H 2.45 2.68 0.42
H 0.69 -0.43 0.61
```

These are the Löwdin partial charges, in e, on atoms 1 to 5: N 0.148; N 0.014; C -0.038; C -0.054; C -0.222



Density functional theory data (the ωB97M-V functional and the def2-TZVPD basis) for 2 unconnected molecules or ions with the total composition C3H11N2.

expectation value of S²	0.76
energy relative to the best compared isomer or geometry (same formula, charge and spin)	2.990	eV
largest force on an atom	3.494	eV Å⁻¹
gap between HOMO and LUMO (spin up / spin down)	9.421 / 5.834	eV
spin multiplicity	2
lowest unoccupied orbital energy (spin up / spin down)	-10.961 / -14.544	eV
M	75.135	g mol⁻¹
charge	+2
electronic energy	-6247.4609	eV
HOMO level (spin up / spin down)	-20.382 / -20.378	eV

XYZ file:
```
16
C3H11N2 the ωB97M-V functional and the def2-TZVPD basis
N -0.27 0.99 -0.58
N 2.12 -0.28 0.38
C -1.54 0.19 -0.10
C 2.24 0.03 1.61
C -1.54 -1.15 -0.77
H -2.30 0.96 -0.22
H 3.04 -0.43 -0.10
H 3.10 0.63 1.95
H 1.47 -0.09 2.39
H 0.65 0.54 -0.38
H -1.77 -0.99 -1.84
H -0.64 -1.76 -0.70
H -0.40 0.93 -1.61
H -2.44 -1.72 -0.51
H -0.39 2.00 -0.48
H -1.33 0.16 0.97
```

These are the Löwdin partial charges, in e, on atoms 1 to 5: N 0.155; N 0.298; C -0.149; C 0.211; C -0.063



Question: Which value of M does entry 6 give?
Answer: 75.135 g mol⁻¹



Question: Which value of M does entry 6 give?
Answer: 75.135 g mol⁻¹



Question: charge of number 2 (C3H11N)?
Answer: 0